Record 1
Computed, not measured: a 2-piece molecular cluster, C6H14N2O2 overall in a non-equilibrium geometry, with wB97M-V/def2-TZVPD.

HOMO energy: -9.15 eV
gap between HOMO and LUMO: 9.7 eV
SMILES string: CNC(C)=O.CNC(C)=O

Geometry as ORCA input:
```
! RIJCOSX wB97M-V def2-TZVPD def2/J DEFGRID3
* xyz 0 1
C 2.303 0.570 0.579
N 1.904 -0.612 1.309
C 0.662 -0.771 1.832
C 0.442 -2.084 2.555
O -0.245 0.008 1.608
H 2.502 0.297 -0.453
H 1.583 1.342 0.457
H 3.244 0.983 0.938
H 2.658 -1.251 1.468
H -0.619 -2.153 2.775
H 0.785 -3.024 2.132
H 1.028 -1.956 3.475
C -1.047 2.448 -0.829
N -0.957 1.057 -1.140
C -1.641 0.464 -2.152
C -1.642 -1.030 -2.150
O -2.316 1.095 -2.948
H -1.923 2.683 -0.233
H -0.147 2.876 -0.389
H -1.148 3.018 -1.746
H -0.562 0.405 -0.478
H -1.652 -1.408 -3.153
H -0.720 -1.546 -1.859
H -2.493 -1.413 -1.596
*
```

Record 2
Computed, not measured: a 2-piece molecular cluster, C6H14N2O2 overall in a non-equilibrium geometry, with wB97M-V/def2-TZVPD.

HOMO energy: -9.13 eV
gap between HOMO and LUMO: 9.7 eV
SMILES string: CNC(C)=O.CNC(C)=O

Geometry as ORCA input:
```
! RIJCOSX wB97M-V def2-TZVPD def2/J DEFGRID3
* xyz 0 1
C 0.534 1.499 2.068
N -0.764 1.928 1.589
C -1.424 1.446 0.500
C -2.721 2.158 0.219
O -0.912 0.648 -0.226
H 0.692 0.437 1.948
H 1.352 2.128 1.640
H 0.837 1.969 3.067
H -1.216 2.537 2.122
H -3.079 2.674 1.124
H -2.474 2.870 -0.589
H -3.363 1.371 -0.144
C 1.563 -0.846 -2.708
N 0.870 -1.392 -1.452
C 1.321 -2.448 -0.707
C 0.507 -2.637 0.521
O 2.259 -3.159 -1.029
H 2.195 0.096 -2.533
H 2.047 -1.504 -3.423
H 0.674 -0.691 -3.368
H 0.158 -0.894 -1.148
H 1.115 -3.236 1.283
H -0.225 -3.362 0.396
H 0.056 -1.593 0.850
*
```

Record 3
Computed, not measured: a 2-piece molecular cluster, C6H14N2O2 overall in a non-equilibrium geometry, with wB97M-V/def2-TZVPD.

HOMO energy: -9.18 eV
gap between HOMO and LUMO: 9.8 eV
SMILES string: CNC(C)=O.CNC(C)=O

Geometry as ORCA input:
```
! RIJCOSX wB97M-V def2-TZVPD def2/J DEFGRID3
* xyz 0 1
C -3.024 0.967 2.209
N -2.908 1.256 0.791
C -1.869 0.678 0.112
C -1.803 0.923 -1.376
O -0.962 0.068 0.558
H -2.035 0.662 2.634
H -3.481 1.737 2.729
H -3.506 -0.018 2.418
H -3.404 2.019 0.434
H -2.482 1.842 -1.628
H -0.714 1.163 -1.424
H -1.825 0.015 -2.082
C 2.654 -0.665 1.434
N 2.007 -0.801 0.099
C 2.774 -1.037 -0.993
C 1.942 -1.242 -2.279
O 3.971 -1.159 -1.051
H 3.796 -0.813 1.297
H 2.415 0.333 1.849
H 2.166 -1.407 2.083
H 1.021 -0.564 -0.060
H 1.436 -0.236 -2.396
H 2.591 -1.660 -3.116
H 1.241 -2.061 -2.241
*
```

Record 4
Computed, not measured: a 2-piece molecular cluster, C6H14N2O2 overall in a non-equilibrium geometry, with wB97M-V/def2-TZVPD.

HOMO energy: -9.67 eV
gap between HOMO and LUMO: 10.2 eV
SMILES string: CNC(C)=O.CNC(C)=O

Geometry as ORCA input:
```
! RIJCOSX wB97M-V def2-TZVPD def2/J DEFGRID3
* xyz 0 1
C 1.127 1.239 2.543
N 0.250 0.727 1.528
C -0.812 1.545 1.266
C -1.775 0.931 0.370
O -0.831 2.679 1.795
H 2.112 1.566 2.052
H 0.651 1.948 3.080
H 1.374 0.432 3.387
H 0.434 -0.080 1.117
H -1.566 1.281 -0.663
H -1.930 -0.153 0.523
H -2.848 1.166 0.742
C 0.647 -2.598 -0.284
N 0.259 -1.195 -0.852
C -0.289 -0.981 -2.093
C 0.260 0.381 -2.568
O -1.060 -1.716 -2.597
H -0.224 -3.237 -0.107
H 1.268 -2.947 -1.053
H 1.009 -2.518 0.731
H 0.935 -0.510 -0.726
H 0.388 1.010 -1.822
H 1.164 0.246 -3.238
H -0.542 0.786 -3.129
*
```

Record 5
Computed, not measured: C6H14N2O2 as an isolated structure in a non-equilibrium geometry, with wB97M-V/def2-TZVPD.

HOMO energy: -8.08 eV
gap between HOMO and LUMO: 8.9 eV

Geometry as ORCA input:
```
! RIJCOSX wB97M-V def2-TZVPD def2/J DEFGRID3
* xyz 0 1
C -1.294 0.874 -0.961
C -2.561 0.155 -1.404
N -0.683 0.224 0.218
N -1.592 2.243 -0.560
H -0.541 0.794 -1.752
H -1.330 0.192 1.005
H 0.433 0.477 0.497
H -0.749 2.802 -0.493
H -2.216 2.687 -1.221
H -2.331 -0.879 -1.651
H -3.312 0.184 -0.611
H -2.976 0.637 -2.292
C 2.124 -0.432 2.124
C 0.056 -1.194 -0.033
C 1.782 -0.353 0.661
C 2.709 -0.222 -0.286
O -0.329 -1.981 1.025
O 0.161 -1.587 -1.174
H -0.160 -2.898 0.763
H 1.801 -1.390 2.541
H 1.602 0.341 2.698
H 3.199 -0.327 2.311
H 2.437 -0.262 -1.337
H 3.769 -0.087 -0.069
*
```

Record 6
Computed, not measured: a 2-piece molecular cluster, C6H14N2O2 overall in a non-equilibrium geometry, with wB97M-V/def2-TZVPD.

HOMO energy: -9.72 eV
gap between HOMO and LUMO: 10.3 eV
SMILES string: CNC(C)=O.CNC(C)=O

Geometry as ORCA input:
```
! RIJCOSX wB97M-V def2-TZVPD def2/J DEFGRID3
* xyz 0 1
C -0.696 -0.283 3.150
N -0.580 -0.716 1.763
C -1.780 -0.848 1.076
C -1.714 -1.565 -0.236
O -2.784 -0.337 1.529
H -1.599 -0.728 3.577
H 0.290 -0.376 3.609
H -0.870 0.810 3.114
H 0.165 -1.290 1.407
H -1.896 -0.961 -1.132
H -0.707 -1.920 -0.403
H -2.276 -2.515 -0.201
C -0.172 0.760 -2.791
N 0.522 0.751 -1.494
C 1.847 1.006 -1.398
C 2.520 1.054 -0.035
O 2.558 1.074 -2.395
H 0.529 1.245 -3.502
H -0.177 -0.327 -3.000
H -1.179 1.175 -2.799
H -0.014 0.998 -0.670
H 1.993 0.395 0.667
H 3.468 0.539 -0.212
H 2.553 2.060 0.375
*
```

Record 7
Computed, not measured: a 2-piece molecular cluster, C6H14N2O2 overall in a non-equilibrium geometry, with wB97M-V/def2-TZVPD.

HOMO energy: -9.35 eV
gap between HOMO and LUMO: 9.9 eV
SMILES string: CNC(C)=O.CNC(C)=O

Geometry as ORCA input:
```
! RIJCOSX wB97M-V def2-TZVPD def2/J DEFGRID3
* xyz 0 1
C 0.356 0.820 -2.178
N 0.378 1.484 -0.865
C -0.857 1.838 -0.331
C -0.827 2.726 0.880
O -1.866 1.304 -0.738
H 1.002 1.386 -2.843
H 0.684 -0.221 -2.000
H -0.607 0.739 -2.662
H 1.306 1.769 -0.647
H -0.041 3.474 0.705
H -1.796 3.109 1.182
H -0.364 2.182 1.705
C -1.360 -2.477 -0.073
N -0.224 -1.617 0.201
C 0.773 -1.944 1.109
C 1.771 -0.825 1.327
O 0.805 -3.047 1.603
H -1.022 -3.237 -0.789
H -1.554 -3.136 0.780
H -2.238 -1.880 -0.297
H -0.376 -0.653 -0.028
H 2.732 -1.337 1.425
H 1.844 -0.269 0.392
H 1.480 -0.188 2.143
*
```

Record 8
Computed, not measured: a 3-piece molecular cluster, C6H14N2O2 overall, with wB97M-V/def2-TZVPD.

HOMO energy (spin up / spin down): -7.39 / -7.39 eV
gap between HOMO and LUMO (spin up / spin down): 8.0 / 8.0 eV

Geometry as ORCA input:
```
! RIJCOSX wB97M-V def2-TZVPD def2/J DEFGRID3
* xyz 0 1
C -0.390 1.939 -1.108
C -1.685 1.197 -1.000
N 0.162 2.344 0.031
C 1.092 0.238 -2.030
C 2.132 0.082 -1.226
H 0.340 1.574 -1.985
H 0.988 2.921 0.009
H -0.097 1.961 0.937
H 0.910 -0.435 -2.869
H -1.772 0.560 -0.113
H -1.843 0.582 -1.885
H -2.491 1.937 -0.953
H 2.299 0.763 -0.386
H 2.884 -0.701 -1.331
C -0.106 -2.647 0.522
N -0.033 -1.266 0.964
C -0.486 -0.902 2.174
O -0.309 0.454 2.395
O -1.007 -1.622 2.999
H -0.653 0.617 3.284
H 0.438 -0.598 0.369
H 0.555 -3.291 1.107
H -1.124 -3.025 0.617
H 0.195 -2.681 -0.523
*
```

Record 9
Computed, not measured: a 2-piece molecular cluster, C6H14N2O2 overall in a non-equilibrium geometry, with wB97M-V/def2-TZVPD.

HOMO energy: -8.30 eV
gap between HOMO and LUMO: 8.1 eV
SMILES string: CC(C)N=O.CC(C)N=O

Geometry as ORCA input:
```
! RIJCOSX wB97M-V def2-TZVPD def2/J DEFGRID3
* xyz 0 1
C 3.077 -0.758 1.214
C 2.017 -0.492 0.156
C 2.504 0.192 -1.125
N 0.984 0.375 0.624
O 0.800 0.422 1.826
H 2.561 -1.177 2.014
H 3.890 -1.229 0.837
H 3.545 0.122 1.645
H 1.613 -1.499 -0.066
H 3.444 -0.284 -1.369
H 2.817 1.111 -0.825
H 1.761 0.289 -1.807
C -2.561 0.942 -1.340
C -2.447 -0.182 -0.314
C -2.803 0.300 1.130
N -1.016 -0.533 -0.311
O -0.658 -1.298 -1.218
H -2.021 1.702 -1.000
H -2.189 0.588 -2.246
H -3.502 1.243 -1.603
H -3.010 -1.078 -0.561
H -2.921 -0.511 1.700
H -3.775 0.675 1.233
H -2.108 1.081 1.405
*
```

Record 10
Computed, not measured: a 2-piece molecular cluster, C6H14N2O2 overall in a non-equilibrium geometry, with wB97M-V/def2-TZVPD.

HOMO energy: -9.57 eV
gap between HOMO and LUMO: 10.1 eV
SMILES string: CNC(C)=O.CNC(C)=O

Geometry as ORCA input:
```
! RIJCOSX wB97M-V def2-TZVPD def2/J DEFGRID3
* xyz 0 1
C -1.347 2.508 -0.161
N -0.677 1.554 0.752
C -1.229 0.649 1.601
C -0.364 -0.009 2.605
O -2.405 0.354 1.478
H -2.088 3.108 0.367
H -0.522 2.948 -0.699
H -2.064 1.893 -0.724
H 0.281 1.819 0.918
H 0.484 -0.587 2.249
H 0.125 0.668 3.332
H -0.991 -0.482 3.364
C -0.492 -2.464 -0.954
N 0.298 -1.250 -0.915
C 1.633 -1.211 -1.232
C 2.230 0.080 -1.648
O 2.325 -2.210 -1.153
H -1.028 -2.566 0.004
H -1.251 -2.522 -1.723
H 0.216 -3.292 -0.913
H -0.263 -0.447 -1.138
H 3.177 -0.056 -2.161
H 1.572 0.640 -2.327
H 2.380 0.874 -0.920
*
```

Record 11
Computed, not measured: a 2-piece molecular cluster, C6H14N2O2 overall in a non-equilibrium geometry, with wB97M-V/def2-TZVPD.

HOMO energy (spin up / spin down): -13.41 / -13.40 eV
gap between HOMO and LUMO (spin up / spin down): 10.2 / 4.8 eV

Geometry as ORCA input:
```
! RIJCOSX wB97M-V def2-TZVPD def2/J DEFGRID3
* xyz 1 2
C -2.371 -1.176 0.375
C -1.575 1.782 -1.770
C -1.616 0.135 0.145
O -1.041 0.907 0.899
N -1.801 0.485 -1.169
H -1.806 -1.999 -0.069
H -3.391 -0.952 0.065
H -2.113 -0.207 -1.820
H -0.710 1.829 -2.446
H -2.595 -1.504 1.394
H -2.446 2.085 -2.348
H -1.339 2.537 -1.022
C 1.734 -1.744 1.872
C 1.949 1.160 -0.549
C 2.436 -0.097 0.123
O 3.487 -0.648 0.005
N 1.407 -0.769 0.896
H 0.624 -0.139 1.136
H 2.727 -1.522 2.280
H 2.550 1.246 -1.460
H 1.141 -1.664 2.785
H 1.772 -2.779 1.531
H 0.929 0.971 -0.902
H 2.049 2.062 0.046
*
```

Record 12
Computed, not measured: a 2-piece molecular cluster, C6H14N2O2 overall in a non-equilibrium geometry, with wB97M-V/def2-TZVPD.

HOMO energy (spin up / spin down): -13.02 / -13.00 eV
gap between HOMO and LUMO (spin up / spin down): 9.0 / 4.1 eV

Geometry as ORCA input:
```
! RIJCOSX wB97M-V def2-TZVPD def2/J DEFGRID3
* xyz 1 2
C 0.321 -1.948 -0.647
C -3.282 -0.424 -0.767
C -1.059 -1.695 -1.093
O -1.774 -2.125 -2.072
N -1.803 -0.889 -0.313
H 0.936 -2.183 -1.577
H -1.467 -0.402 0.564
H -3.706 0.168 -0.025
H 0.748 -1.203 -0.123
H 0.287 -3.003 -0.209
H -3.058 0.167 -1.634
H -3.831 -1.408 -0.891
C 1.059 1.271 2.564
C 1.788 1.251 -1.177
C 2.015 1.364 0.267
O 3.005 0.871 0.740
N 0.870 1.533 1.109
H 0.115 2.267 0.910
H 0.192 0.798 3.064
H 1.613 0.109 -1.322
H 1.842 0.349 2.920
H 1.433 2.113 3.151
H 0.895 1.583 -1.658
H 2.861 1.436 -1.780
*
```

Record-wise E values, in hartree: -497.0261, -496.9748, -496.9932, -496.9511, -496.8959, -497.0152, -497.0175, -496.8919, -496.7692, -497.0072, -496.6862, -496.5907
Record-wise ΔE to the lowest compared entry with this formula, charge and spin values, in kcal/mol: 19.7, 51.9, 40.3, 66.8, 101.4, 26.6, 25.1, 103.9, 180.9, 31.6, 28.6, 88.6